The following is a quantum chemistry calculation of 4 unconnected molecules or ions with the total composition C19H48INO11P2S3 at a distorted geometry, from the OMol25 dataset.

As for the frontier orbital gap: 7.2 eV. Its SMILES is C=CC[PH](C[C@H](O)CN)([C@@H](I)CC)P(C)O.CCOS(C)(=O)=O.CCOS(C)(=O)=O.CCOS(C)(=O)=O.

```
! wB97M-V def2-TZVPD RIJCOSX def2/J DEFGRID3
* xyz 0 1
C -0.836 -2.051 -0.713
C 0.024 -1.184 0.190
C -0.583 0.214 0.881
P 0.848 1.422 1.428
C 2.351 0.621 2.169
C 2.686 0.617 3.733
O 3.678 1.712 3.998
C 3.576 -0.779 4.009
N 4.667 -0.598 5.035
C -0.012 1.948 3.009
I 0.909 3.803 3.860
C -1.587 2.452 2.724
C -2.704 1.472 3.464
P 1.736 1.041 -0.578
C 2.998 2.478 -0.834
O 0.550 1.277 -1.831
H -0.413 -2.444 -1.735
H -1.896 -2.364 -0.327
H 1.103 -1.600 0.397
H -1.163 -0.181 1.846
H -1.310 0.733 0.119
H 0.805 2.828 0.999
H 3.307 1.084 1.616
H 2.371 -0.522 1.812
H 1.832 0.558 4.513
H 3.386 2.246 4.810
H 2.807 -1.565 4.474
H 4.068 -1.187 3.024
H 5.534 -0.272 4.555
H 4.391 0.008 5.837
H -0.138 1.103 3.815
H -1.791 3.529 3.202
H -1.800 2.608 1.568
H -3.444 2.092 4.166
H -2.236 0.648 4.148
H -3.362 0.981 2.629
H 4.028 2.137 -1.275
H 3.221 2.991 0.207
H 2.579 3.322 -1.543
H 0.854 0.793 -2.675
C 0.632 -5.837 -5.226
C 0.367 -7.195 -4.602
O 0.526 -7.158 -3.192
S -0.664 -6.509 -2.287
C -0.098 -7.106 -0.714
O -1.913 -7.166 -2.608
O -0.527 -5.068 -2.304
H -0.137 -5.115 -4.937
H 0.638 -5.907 -6.317
H 1.594 -5.437 -4.889
H -0.627 -7.568 -4.873
H 1.097 -7.914 -4.988
H -0.147 -8.196 -0.711
H -0.755 -6.699 0.058
H 0.925 -6.761 -0.552
C 1.256 10.872 5.460
C 1.744 10.029 6.623
O 0.753 9.104 7.045
S 0.519 7.753 6.164
C -0.466 6.879 7.355
O 1.782 7.063 6.014
O -0.319 8.078 5.030
H 1.127 10.263 4.560
H 1.972 11.666 5.230
H 0.284 11.322 5.688
H 2.678 9.514 6.375
H 1.954 10.684 7.475
H 0.143 6.677 8.238
H -0.791 5.941 6.901
H -1.334 7.489 7.612
C -4.515 -4.527 -10.311
C -3.524 -3.614 -9.615
O -3.647 -3.696 -8.202
S -3.004 -4.982 -7.434
C -3.108 -4.330 -5.786
O -1.609 -5.098 -7.798
O -3.923 -6.095 -7.543
H -4.275 -5.579 -10.131
H -4.503 -4.358 -11.392
H -5.529 -4.358 -9.936
H -2.497 -3.830 -9.929
H -3.736 -2.577 -9.895
H -2.459 -3.456 -5.710
H -2.775 -5.107 -5.095
H -4.145 -4.064 -5.576
*
```

***

The following is a quantum chemistry calculation of 5 unconnected molecules or ions with the total composition C66H50FN2O11 at a distorted geometry, from the OMol25 dataset.

As for the frontier orbital gap: 5.0 eV.

```
! wB97M-V def2-TZVPD RIJCOSX def2/J DEFGRID3
* xyz -1 1
C 3.085 -1.565 -0.665
C 2.802 -2.958 -1.238
C 1.328 -3.388 -1.170
C 0.601 -2.892 0.082
C -0.785 -3.506 0.214
C -1.901 -2.584 -0.295
F -1.730 -1.371 0.358
N -3.148 -3.181 0.046
N -4.279 -2.571 -0.536
C -4.752 -3.032 -1.824
C -4.628 -1.269 -0.106
C -4.142 -0.051 -0.870
O -5.307 -1.102 0.893
C -1.668 -2.389 -1.812
O -1.382 -1.260 -2.282
O -1.766 -3.454 -2.450
H 2.225 -0.927 -0.854
H 3.223 -1.570 0.410
H 3.943 -1.090 -1.129
H 3.088 -2.923 -2.285
H 3.450 -3.666 -0.730
H 1.325 -4.473 -1.083
H 0.796 -3.137 -2.080
H 0.598 -1.814 0.158
H 1.197 -3.253 0.923
H -0.842 -4.426 -0.360
H -1.042 -3.755 1.242
H -3.143 -4.156 -0.204
H -4.936 -4.101 -1.777
H -5.695 -2.536 -2.042
H -4.089 -2.830 -2.665
H -4.840 0.133 -1.687
H -3.174 -0.275 -1.313
H -4.087 0.786 -0.198
C 1.364 -1.348 -10.558
C 0.294 -0.997 -11.375
C -0.878 -0.520 -10.814
C -0.991 -0.403 -9.434
C 0.074 -0.776 -8.615
C 1.254 -1.239 -9.183
C -0.039 -0.701 -7.126
O 0.899 -1.020 -6.428
C -1.323 -0.232 -6.541
C -1.474 -0.206 -5.160
C -2.662 0.244 -4.604
C -3.698 0.671 -5.426
C -3.558 0.643 -6.805
C -2.376 0.185 -7.370
C -2.255 0.130 -8.848
O -3.157 0.504 -9.574
H 2.283 -1.714 -10.998
H 0.377 -1.094 -12.450
H -1.711 -0.240 -11.445
H 2.081 -1.516 -8.544
H -0.676 -0.540 -4.512
H -2.773 0.254 -3.528
H -4.622 1.027 -4.985
H -4.366 0.972 -7.444
C -3.798 6.988 -6.103
C -3.370 5.674 -5.945
C -4.024 4.832 -5.062
C -5.102 5.306 -4.326
C -5.518 6.631 -4.468
C -4.868 7.466 -5.367
C -6.644 7.168 -3.654
O -7.012 8.319 -3.780
C -7.305 6.259 -2.675
C -8.320 6.753 -1.866
C -8.950 5.917 -0.960
C -8.575 4.581 -0.863
C -7.560 4.084 -1.663
C -6.917 4.922 -2.565
C -5.805 4.381 -3.394
O -5.474 3.219 -3.314
H -3.290 7.642 -6.801
H -2.526 5.306 -6.514
H -3.697 3.808 -4.941
H -5.199 8.489 -5.485
H -8.612 7.791 -1.945
H -9.738 6.305 -0.327
H -9.072 3.927 -0.159
H -7.262 3.048 -1.588
C 10.288 -4.678 0.626
C 9.188 -4.406 -0.181
C 8.067 -3.796 0.356
C 8.037 -3.466 1.705
C 9.133 -3.759 2.519
C 10.262 -4.357 1.972
C 9.104 -3.454 3.978
O 10.060 -3.703 4.684
C 7.871 -2.843 4.546
C 7.799 -2.599 5.912
C 6.662 -2.021 6.452
C 5.594 -1.677 5.629
C 5.660 -1.921 4.268
C 6.792 -2.511 3.724
C 6.830 -2.794 2.262
O 5.903 -2.488 1.546
H 11.166 -5.147 0.202
H 9.207 -4.668 -1.230
H 7.211 -3.577 -0.268
H 11.113 -4.572 2.602
H 8.630 -2.866 6.549
H 6.605 -1.837 7.517
H 4.708 -1.222 6.052
H 4.830 -1.659 3.626
C 0.271 3.726 6.974
C 0.744 2.715 6.144
C 1.136 1.502 6.682
C 1.066 1.296 8.054
C 0.611 2.319 8.889
C 0.205 3.529 8.343
C 0.568 2.136 10.366
O 0.169 3.021 11.095
C 1.037 0.838 10.930
C 1.057 0.664 12.308
C 1.477 -0.540 12.847
C 1.872 -1.579 12.010
C 1.859 -1.410 10.637
C 1.450 -0.199 10.092
C 1.474 -0.022 8.613
O 1.821 -0.926 7.883
H -0.043 4.670 6.550
H 0.804 2.874 5.076
H 1.498 0.712 6.038
H -0.159 4.315 8.990
H 0.746 1.472 12.955
H 1.496 -0.672 13.920
H 2.194 -2.522 12.433
H 2.169 -2.214 9.984
*
```

***

The following is a quantum chemistry calculation of a molecular structure, C10H22AlBr3O2PS2 at a distorted geometry, from the OMol25 dataset.

As for the frontier orbital gap: 6.6 eV.

```
! wB97M-V def2-TZVPD RIJCOSX def2/J DEFGRID3
* xyz -1 1
C -1.258 3.265 1.713
C -1.016 2.058 0.589
S -0.780 2.737 -1.141
C -0.711 1.375 -2.424
Al 0.306 -0.331 -1.767
C -0.875 -1.209 -0.339
C -0.826 -2.847 -0.299
O -0.523 -3.664 -1.311
Br -1.325 -3.741 1.465
C 2.120 0.367 -1.054
C 3.236 -0.805 -0.790
C 4.353 -0.695 -2.030
O 3.998 -0.385 0.433
P 0.548 -1.648 -3.721
S -1.198 -2.363 -4.314
H -2.037 4.070 1.325
H -1.695 2.763 2.696
H -0.221 3.753 2.002
H -0.087 1.379 0.900
H -1.936 1.303 0.537
H -0.034 1.788 -3.316
H -1.744 1.045 -2.863
H -1.980 -0.790 -0.498
H -0.546 -0.801 0.730
H 2.552 1.057 -1.926
H 1.985 1.096 -0.122
H 2.797 -1.890 -0.680
H 4.823 -1.754 -2.229
H 5.213 0.078 -1.777
H 3.793 -0.387 -3.019
H 3.305 -0.219 1.157
H 0.920 -0.679 -4.761
H 1.549 -2.675 -3.580
Br -0.847 0.842 3.570
C -2.314 -0.165 4.369
C -3.404 -0.438 3.359
Br -4.491 1.152 3.046
H -2.659 0.406 5.235
H -1.863 -1.100 4.712
H -4.102 -1.189 3.738
H -3.024 -0.760 2.385
*
```

***

The following is a quantum chemistry calculation of 10 unconnected molecules or ions with the total composition H20O10 at a distorted geometry, from the OMol25 dataset.

As for the frontier orbital gap: 10.0 eV. Its SMILES is O.O.O.O.O.O.O.O.O.O.

```
! wB97M-V def2-TZVPD RIJCOSX def2/J DEFGRID3
* xyz 0 1
O 2.046 1.606 -0.752
H 2.988 1.831 -0.754
H 2.046 1.155 -1.605
O -0.830 -3.334 -1.488
H -0.864 -2.873 -0.624
H -1.201 -4.203 -1.332
O -2.306 1.712 3.061
H -1.995 2.599 2.929
H -1.535 1.138 3.098
O 1.020 0.395 3.233
H 0.119 0.269 2.943
H 1.546 0.139 2.465
O -1.384 0.517 -1.558
H -0.933 -0.190 -2.005
H -2.339 0.471 -1.465
O 0.104 -2.422 0.715
H 0.084 -1.726 0.048
H 1.022 -2.411 1.043
O -2.957 1.721 0.485
H -2.717 1.491 1.405
H -3.637 2.394 0.442
O 2.785 -1.907 0.882
H 3.554 -2.337 1.252
H 2.532 -2.090 -0.025
O 1.505 -1.262 -3.144
H 1.234 -0.510 -2.621
H 2.074 -0.874 -3.817
O -0.719 3.015 -1.311
H -0.245 3.495 -0.627
H -0.998 2.191 -0.876
*
```

***

The following is a quantum chemistry calculation of a gas-phase ion, C10H23BN3O3 (charge +1) at a distorted geometry, from the OMol25 dataset.

As for the frontier orbital gap: 8.7 eV. Its SMILES is CN(C)B(O)[C@@H]1CN(CCCC(=O)O)CC[NH2+]1.

```
! wB97M-V def2-TZVPD RIJCOSX def2/J DEFGRID3
* xyz 1 1
C 1.944 -2.023 0.262
N 0.626 -2.454 0.777
C 0.726 -3.659 1.649
B -0.007 -1.422 1.564
O 0.587 -0.969 2.744
C -1.480 -0.877 1.201
C -1.868 -0.795 -0.277
N -1.410 0.376 -0.991
C -0.029 0.278 -1.479
C 0.232 1.102 -2.746
C 1.035 2.399 -2.565
C 2.238 2.207 -1.675
O 3.205 1.534 -1.949
O 2.185 2.915 -0.473
C -1.702 1.614 -0.302
C -1.360 1.639 1.187
N -1.834 0.405 1.896
H 2.703 -2.763 0.493
H 2.289 -1.084 0.701
H 1.934 -1.904 -0.817
H 1.691 -3.722 2.147
H 0.568 -4.564 1.072
H -0.027 -3.618 2.437
H 0.656 -0.013 2.758
H -2.135 -1.629 1.650
H -1.525 -1.692 -0.779
H -2.961 -0.810 -0.339
H 0.132 -0.768 -1.720
H 0.688 0.508 -0.677
H 0.714 0.474 -3.485
H -0.742 1.371 -3.151
H 1.420 2.689 -3.540
H 0.420 3.221 -2.213
H 1.429 2.596 0.020
H -1.103 2.396 -0.761
H -2.741 1.905 -0.456
H -0.300 1.775 1.377
H -1.875 2.481 1.643
H -1.473 0.408 2.850
H -2.850 0.473 1.967
*
```

***

The following is a quantum chemistry calculation of a molecular structure, C6H4BrNOS at a distorted geometry, from the OMol25 dataset.

As for the frontier orbital gap (spin up / spin down): 6.7 / 6.5 eV.

```
! wB97M-V def2-TZVPD RIJCOSX def2/J DEFGRID3
* xyz 0 1
C 0.379 -0.607 -2.554
C -0.202 -1.635 -3.194
C 0.174 -0.648 -1.132
C -0.779 -1.611 -0.741
C 0.202 1.193 1.882
C -0.108 1.945 2.910
N 0.558 0.319 1.124
O 0.668 0.321 -0.238
S -1.062 -2.657 -2.061
Br 0.282 0.143 4.747
H 0.912 0.294 -3.054
H -0.367 -1.657 -4.278
H -1.187 2.091 3.067
H 0.530 2.509 3.522
*
```

***

The following is a quantum chemistry calculation of C6H11N3O4S2 in the gas phase at a distorted geometry, from the OMol25 dataset.

As for the frontier orbital gap: 8.8 eV. Its SMILES is C/C(=C/C=C\N=C\S(N)(=O)=O)S(N)(=O)=O.

```
! wB97M-V def2-TZVPD RIJCOSX def2/J DEFGRID3
* xyz 0 1
C -1.750 0.796 1.917
C -1.426 -0.090 0.720
C -1.571 -1.411 0.892
C -1.120 -2.289 -0.215
C 0.101 -2.124 -0.769
N 1.023 -1.430 -0.074
C 2.035 -0.941 -0.723
S 3.341 0.122 0.155
N 2.893 1.734 -0.269
O 2.940 0.017 1.499
O 4.742 -0.048 -0.244
S -0.982 0.811 -0.737
N -2.381 1.563 -1.162
O -0.087 1.856 -0.385
O -0.669 -0.036 -1.835
H -2.516 0.258 2.541
H -2.131 1.752 1.705
H -0.908 0.974 2.592
H -1.783 -1.950 1.838
H -1.838 -2.948 -0.771
H 0.530 -2.926 -1.413
H 2.082 -0.881 -1.780
H 1.954 2.042 -0.128
H 3.231 1.949 -1.254
H -2.648 2.206 -0.419
H -3.060 0.994 -1.681
*
```

***

The following is a quantum chemistry calculation of 2 unconnected molecules or ions with the total composition C5H11N at a distorted geometry, from the OMol25 dataset.

As for the frontier orbital gap: 9.1 eV. Its SMILES is C=CC.C=CN.

```
! wB97M-V def2-TZVPD RIJCOSX def2/J DEFGRID3
* xyz 0 1
C 0.138 1.748 0.714
C 0.852 2.592 1.441
C 1.608 3.756 0.885
H -0.236 0.803 1.128
H -0.387 1.884 -0.226
H 1.059 2.358 2.483
H 1.313 3.876 -0.160
H 1.522 4.525 1.651
H 2.673 3.511 0.772
C -0.453 -3.757 -1.944
C -1.082 -2.765 -1.298
N -1.835 -2.863 -0.114
H -0.141 -4.646 -1.410
H -0.505 -3.799 -3.025
H -1.087 -1.780 -1.750
H -1.486 -3.506 0.588
H -1.952 -1.938 0.263
*
```